Record 1
{
  "formula": "C43H53OP3S2Sc",
  "method": "the ωB97M-V functional and the def2-TZVPD basis",
  "orbital_gap_ha": 0.309,
  "e_lumo_ev": -2.02,
  "total_charge": 1,
  "e_tot_ev": -117736.993,
  "homo_energy_ev": -10.41,
  "fmax_ev_per_a": 2.3,
  "symbols": ["Sc", "S", "P", "C", "P", "S", "C", "C", "C", "C", "C", "C", "C", "C", "C", "C", "C", "C", "C", "C", "C", "C", "C", "C", "C", "C", "C", "C", "C", "C", "H", "H", "H", "H", "H", "H", "H", "H", "H", "H", "H", "H", "H", "H", "H", "H", "H", "H", "H", "H", "O", "P", "C", "C", "C", "C", "C", "C", "C", "C", "C", "C", "C", "C", "C", "C", "C", "C", "C", "C", "H", "H", "H", "H", "H", "H", "H", "H", "H", "H", "H", "H", "H", "H", "H", "H", "H", "H", "H", "H", "H", "H", "H", "H", "H", "H", "H", "H", "H", "H", "H", "H", "H"],
  "positions_angstrom": [[0.82, -1.01, 0.41], [1.01, -1.15, 2.96], [1.21, 0.80, 2.41], [1.73, 1.00, 0.73], [3.34, 0.28, 0.50], [3.08, -1.44, -0.57], [4.30, 1.39, -0.54], [5.64, 1.70, -0.34], [6.26, 2.60, -1.20], [5.56, 3.16, -2.25], [4.23, 2.81, -2.48], [3.60, 1.93, -1.62], [4.29, -0.04, 2.01], [4.37, -1.32, 2.54], [4.99, -1.51, 3.76], [5.51, -0.43, 4.45], [5.46, 0.85, 3.90], [4.84, 1.05, 2.69], [2.05, 1.74, 3.70], [2.42, 3.04, 3.39], [3.07, 3.81, 4.33], [3.36, 3.28, 5.58], [2.99, 1.98, 5.89], [2.33, 1.20, 4.95], [-0.48, 1.50, 2.34], [-1.55, 0.89, 3.00], [-2.81, 1.46, 2.92], [-3.01, 2.63, 2.21], [-1.94, 3.24, 1.56], [-0.68, 2.68, 1.62], [6.19, 1.26, 0.48], [7.29, 2.87, -1.03], [6.05, 3.86, -2.91], [3.70, 3.23, -3.31], [2.57, 1.65, -1.75], [3.95, -2.16, 2.00], [5.05, -2.50, 4.18], [5.97, -0.58, 5.42], [5.88, 1.69, 4.43], [4.76, 2.04, 2.26], [2.20, 3.44, 2.40], [3.34, 4.83, 4.10], [3.87, 3.88, 6.31], [3.21, 1.57, 6.86], [2.05, 0.18, 5.18], [-1.38, -0.01, 3.56], [-3.64, 1.00, 3.44], [-3.99, 3.07, 2.15], [-2.10, 4.16, 1.01], [0.16, 3.14, 1.12], [-0.93, -1.40, -0.30], [-1.71, -1.43, -1.60], [-0.94, -2.74, -2.67], [-1.76, -3.06, -3.93], [-2.51, -4.38, -3.77], [-1.52, -5.55, -3.61], [-0.29, -5.15, -2.78], [-0.61, -3.99, -1.84], [-3.49, -1.68, -1.16], [-3.97, -0.43, -0.43], [-5.48, -0.51, -0.12], [-5.93, -1.96, 0.09], [-4.81, -2.76, 0.73], [-3.63, -2.90, -0.24], [-1.39, 0.17, -2.50], [-0.98, 1.28, -1.52], [-0.52, 2.50, -2.31], [-1.60, 3.00, -3.29], [-2.85, 2.12, -3.27], [-2.51, 0.63, -3.45], [0.01, -2.27, -2.97], [-1.08, -3.15, -4.78], [-2.46, -2.25, -4.15], [-3.13, -4.55, -4.65], [-3.17, -4.32, -2.90], [-1.19, -5.89, -4.59], [-2.04, -6.38, -3.14], [0.53, -4.87, -3.44], [0.05, -6.01, -2.19], [0.25, -3.78, -1.19], [-1.45, -4.27, -1.21], [-4.06, -1.83, -2.08], [-3.78, 0.47, -1.02], [-3.40, -0.33, 0.50], [-6.05, -0.07, -0.93], [-5.68, 0.08, 0.78], [-6.20, -2.42, -0.86], [-6.82, -1.98, 0.73], [-5.16, -3.76, 1.01], [-4.48, -2.26, 1.64], [-3.77, -3.80, -0.85], [-2.71, -3.02, 0.34], [-0.49, -0.06, -3.10], [-0.14, 0.93, -0.88], [-1.80, 1.54, -0.86], [0.39, 2.24, -2.86], [-0.25, 3.29, -1.60], [-1.20, 3.01, -4.31], [-1.89, 4.02, -3.05], [-3.52, 2.43, -4.06], [-3.37, 2.27, -2.32], [-2.20, 0.48, -4.48], [-3.42, 0.05, -3.30]],
  "lowdin_charge": [0.47, 0.39, 0.46, -0.54, 0.47, 0.35, -0.34, -0.07, -0.07, -0.07, -0.07, -0.10, -0.36, -0.13, -0.06, -0.06, -0.07, -0.11, -0.34, -0.09, -0.07, -0.07, -0.07, -0.09, -0.34, -0.10, -0.08, -0.08, -0.08, -0.10, 0.10, 0.11, 0.11, 0.11, 0.08, 0.07, 0.11, 0.11, 0.11, 0.11, 0.11, 0.11, 0.11, 0.11, 0.08, 0.07, 0.11, 0.11, 0.11, 0.10, -0.42, 0.93, -0.34, -0.17, -0.19, -0.18, -0.18, -0.20, -0.33, -0.19, -0.17, -0.19, -0.18, -0.19, -0.32, -0.22, -0.16, -0.17, -0.20, -0.18, 0.13, 0.13, 0.10, 0.12, 0.09, 0.11, 0.11, 0.12, 0.12, 0.11, 0.10, 0.13, 0.09, 0.11, 0.11, 0.11, 0.12, 0.11, 0.12, 0.12, 0.10, 0.10, 0.13, 0.05, 0.10, 0.11, 0.11, 0.11, 0.11, 0.12, 0.10, 0.12, 0.09]
}


Record 2
{
  "formula": "C43H54F13N9O3PS2",
  "method": "the ωB97M-V functional and the def2-TZVPD basis",
  "orbital_gap_ha": 0.284,
  "e_lumo_ev": -3.15,
  "total_charge": 1,
  "e_tot_ev": -131290.443,
  "homo_energy_ev": -10.88,
  "fmax_ev_per_a": 5.8,
  "symbols": ["C", "C", "C", "C", "C", "C", "C", "O", "N", "C", "C", "F", "C", "P", "N", "C", "C", "C", "N", "C", "C", "C", "F", "F", "C", "F", "F", "S", "F", "F", "F", "F", "F", "N", "S", "O", "O", "C", "F", "F", "F", "H", "H", "H", "H", "H", "H", "H", "H", "H", "H", "H", "H", "H", "H", "H", "H", "H", "H", "H", "H", "H", "H", "H", "H", "H", "H", "H", "H", "H", "N", "C", "C", "C", "C", "C", "H", "H", "H", "H", "H", "N", "C", "C", "C", "C", "C", "H", "H", "H", "H", "H", "N", "C", "C", "C", "C", "C", "H", "H", "H", "H", "H", "N", "C", "C", "C", "C", "C", "H", "H", "H", "H", "H", "N", "C", "C", "C", "C", "C", "H", "H", "H", "H", "H"],
  "positions_angstrom": [[-3.30, -0.34, -0.43], [-2.27, 0.22, -0.70], [-1.01, 1.02, -0.98], [-0.06, 1.13, 0.31], [-0.16, 2.53, 1.05], [-1.59, 3.14, 0.92], [-2.01, 4.03, 2.19], [-2.62, 3.20, 3.17], [1.00, 3.48, 0.78], [0.72, 4.59, -0.18], [0.19, 5.90, 0.52], [1.86, 5.04, -0.88], [2.33, 2.77, 0.61], [2.74, 2.16, 2.39], [4.26, 2.35, 2.77], [2.30, 1.56, -0.43], [2.04, 2.16, -1.88], [2.31, 1.19, -3.09], [2.22, 2.02, -4.34], [3.78, 0.99, -0.46], [4.85, 1.98, -1.05], [6.29, 1.73, -0.48], [6.39, 1.95, 0.87], [6.45, 0.34, -0.61], [7.45, 2.35, -1.33], [7.39, 1.76, -2.56], [8.65, 2.00, -0.80], [7.44, 4.20, -1.58], [8.52, 4.01, -2.79], [6.26, 4.15, -2.69], [6.42, 4.48, -0.35], [8.68, 4.36, -0.54], [7.53, 5.80, -1.82], [1.29, 0.62, 0.06], [1.44, -1.00, -0.19], [0.16, -1.67, -0.03], [1.92, -1.44, -1.49], [2.56, -1.92, 1.03], [2.29, -1.61, 2.32], [3.86, -1.88, 0.70], [2.19, -3.24, 0.89], [-4.15, -1.03, -0.49], [-1.21, 2.01, -1.46], [-0.44, 0.42, -1.73], [-0.55, 0.42, 1.04], [-0.08, 2.28, 2.15], [-1.83, 3.63, -0.05], [-2.30, 2.27, 0.99], [-1.09, 4.53, 2.59], [-2.68, 4.85, 1.84], [-1.88, 2.80, 3.66], [1.12, 3.97, 1.68], [0.00, 4.31, -1.00], [-0.92, 5.98, 0.50], [0.59, 6.00, 1.57], [0.59, 6.79, -0.03], [3.19, 3.47, 0.44], [2.24, 0.83, 2.47], [1.96, 2.93, 3.33], [4.64, 1.42, 2.99], [2.66, 3.07, -2.08], [0.99, 2.53, -2.02], [1.47, 0.47, -3.15], [3.32, 0.72, -3.10], [1.77, 1.40, -5.02], [3.15, 2.24, -4.67], [4.15, 0.68, 0.55], [3.86, 0.07, -1.09], [4.57, 3.06, -1.05], [4.95, 1.72, -2.14], [-2.47, -6.56, 1.06], [-2.61, -5.24, 0.89], [-1.56, -4.38, 0.63], [-0.28, -4.91, 0.55], [-0.11, -6.27, 0.73], [-1.23, -7.05, 0.98], [-3.63, -4.87, 0.96], [-1.73, -3.32, 0.50], [0.56, -4.26, 0.35], [0.88, -6.72, 0.67], [-1.14, -8.12, 1.12], [-3.44, -5.91, 6.10], [-3.50, -4.85, 6.92], [-3.11, -3.57, 6.55], [-2.64, -3.37, 5.26], [-2.57, -4.46, 4.40], [-2.99, -5.69, 4.86], [-3.87, -5.05, 7.92], [-3.18, -2.75, 7.25], [-2.32, -2.39, 4.93], [-2.21, -4.34, 3.38], [-2.96, -6.57, 4.22], [-3.90, 1.74, -3.84], [-4.08, 0.48, -4.26], [-5.27, 0.01, -4.78], [-6.34, 0.89, -4.88], [-6.17, 2.20, -4.45], [-4.94, 2.57, -3.94], [-3.22, -0.17, -4.16], [-5.37, -1.02, -5.11], [-7.29, 0.56, -5.28], [-6.99, 2.91, -4.50], [-4.76, 3.58, -3.59], [-8.10, -1.64, -6.08], [-7.34, -2.71, -6.35], [-7.81, -3.86, -6.96], [-9.15, -3.91, -7.32], [-9.96, -2.82, -7.05], [-9.38, -1.72, -6.44], [-6.30, -2.63, -6.06], [-7.15, -4.70, -7.16], [-9.56, -4.79, -7.80], [-11.01, -2.82, -7.31], [-9.98, -0.84, -6.21], [3.53, -1.99, 7.27], [3.23, -1.96, 5.97], [4.17, -1.86, 4.96], [5.51, -1.78, 5.32], [5.84, -1.80, 6.66], [4.82, -1.91, 7.60], [2.17, -2.03, 5.74], [3.87, -1.84, 3.93], [6.27, -1.69, 4.56], [6.88, -1.74, 6.98], [5.04, -1.94, 8.66]],
  "lowdin_charge": [0.12, -0.13, -0.13, -0.22, -0.18, -0.10, -0.23, -0.04, -0.02, -0.27, 0.02, 0.01, -0.22, 0.80, -0.26, -0.37, -0.11, -0.24, 0.00, -0.12, -0.06, -0.38, 0.11, 0.08, -0.41, 0.11, 0.13, 0.89, -0.14, -0.14, -0.15, -0.15, -0.13, -0.16, 0.76, -0.25, -0.23, -0.56, 0.11, 0.15, 0.10, 0.07, 0.11, 0.11, 0.16, 0.14, 0.12, 0.13, 0.11, 0.13, 0.10, 0.13, 0.16, 0.09, 0.10, 0.11, 0.14, 0.02, 0.03, -0.01, 0.12, 0.11, 0.11, 0.11, 0.08, 0.07, 0.10, 0.12, 0.11, 0.13, 0.06, -0.17, -0.08, -0.08, -0.06, -0.15, 0.11, 0.08, 0.07, 0.10, 0.11, 0.06, -0.15, -0.08, -0.09, -0.07, -0.14, 0.10, 0.10, 0.10, 0.07, 0.10, 0.04, -0.17, -0.06, -0.07, -0.07, -0.17, 0.10, 0.07, 0.08, 0.10, 0.10, 0.05, -0.15, -0.07, -0.07, -0.07, -0.14, 0.09, 0.10, 0.11, 0.10, 0.10, 0.06, -0.16, -0.09, -0.08, -0.07, -0.14, 0.10, 0.07, 0.11, 0.11, 0.11]
}